Density functional theory data (ωB97M-V with the def2-TZVPD basis set) for 8 unconnected molecules or ions with the total composition C26H54Cl9N3O11P at a distorted geometry.

```
104
Properties=species:S:1:pos:R:3:forces:R:3
C 3.52843 -1.84211 1.76265 -0.91 1.45 -0.49
C 2.31009 -0.87482 1.39590 -0.52 -2.83 1.23
C 2.27860 -0.55336 -0.07794 -0.31 1.49 0.71
O 1.39206 0.61332 -0.31535 1.56 -1.22 -0.02
C 1.65832 1.26544 -1.55561 -0.48 0.11 0.13
N 1.00744 -1.65575 1.70766 1.03 1.84 -1.63
H 0.21447 -1.09015 1.44045 -0.34 -0.10 -0.17
H 1.00238 -2.56646 1.27099 0.08 -0.88 -0.76
H 0.92349 -1.97738 2.66139 0.07 -0.76 2.80
H 3.53407 -2.72275 1.12035 0.03 0.05 -0.08
H 3.53094 -2.19079 2.79537 -0.39 0.07 0.09
H 4.41182 -1.21637 1.63541 0.26 -0.19 -0.14
H 2.29061 -0.03871 2.09493 0.14 0.22 -0.34
H 1.97914 -1.43474 -0.64503 -0.22 0.06 -0.22
H 3.32546 -0.34091 -0.29485 -0.03 0.40 -0.67
H 2.71162 1.39898 -1.80225 0.29 -0.44 0.22
H 1.28169 2.28620 -1.49006 -0.33 -0.04 0.11
H 1.15388 0.75762 -2.37766 0.07 -0.03 -0.10
P 1.76289 -4.34250 3.26615 0.78 -0.64 3.07
O 1.04058 -5.36930 4.20750 -0.29 -1.89 -0.92
O 1.71920 -4.63482 1.72757 0.04 1.16 1.40
O 3.09088 -4.20168 4.05251 0.86 -1.05 -2.13
O 1.02648 -3.15289 3.88045 -1.72 2.54 -2.32
Cl 3.47611 -0.10129 5.32789 0.80 0.60 2.96
O 4.82113 -0.00038 4.76353 -0.74 0.22 -0.14
O 3.48094 0.32567 6.72725 0.85 0.51 -0.04
O 2.55795 0.78294 4.67396 -0.54 0.98 -1.83
O 3.00232 -1.41597 5.33160 -0.26 -1.65 -1.06
C -2.93015 -4.93890 -2.19862 0.92 1.34 0.61
C -2.96999 -3.39495 -2.62086 -0.05 -2.49 -0.96
C -4.43616 -3.20209 -2.83979 -1.00 1.92 -1.16
C -4.84378 -1.72205 -3.20622 0.02 -1.50 0.24
C -4.30530 -0.80620 -2.15101 -0.32 -0.24 0.28
C -2.80194 -0.98740 -1.85201 -0.06 1.10 1.05
N -2.45424 -2.43588 -1.64951 4.44 -0.56 0.76
O -1.11894 -2.71027 -1.17474 -5.09 1.21 -1.85
C -2.02403 -0.14900 -2.94597 -0.40 -1.07 1.32
C -2.61547 -0.28997 -0.46913 -0.05 0.19 -0.69
C -2.24285 -3.26408 -3.97507 0.79 0.19 0.06
H -3.71700 -5.20257 -1.49190 -0.02 0.30 0.15
H -1.97808 -5.13919 -1.70716 0.06 -0.27 -0.22
H -3.08828 -5.57283 -3.07110 0.28 0.20 -0.10
H -4.69396 -3.84501 -3.68139 -0.23 -0.21 0.15
H -4.95520 -3.54175 -1.94351 -0.34 0.27 -0.04
H -5.92676 -1.68012 -3.32235 -0.20 0.12 0.42
H -4.50885 -1.32203 -4.16324 0.50 -0.70 -0.30
H -4.82911 -0.92756 -1.20286 -0.30 -0.01 -0.02
H -4.49969 0.19016 -2.54797 0.35 0.40 0.60
H -1.03590 -0.60019 -3.03612 0.05 0.41 -0.52
H -2.62028 -0.06699 -3.85474 0.49 -0.39 -0.27
H -1.98487 0.86400 -2.54548 0.39 -0.03 -0.04
H -1.58247 -0.21297 -0.12988 0.01 -0.12 -0.18
H -3.00512 0.71579 -0.62635 0.16 0.20 0.24
H -3.23973 -0.73073 0.30813 0.16 -0.31 -0.04
H -2.36631 -2.26686 -4.39745 0.22 0.00 0.09
H -2.52180 -3.96268 -4.76390 -0.66 -0.22 0.31
H -1.18427 -3.48504 -3.83837 0.17 0.40 0.16
C -0.53700 1.80481 2.73364 -1.10 0.35 -0.67
C -0.68775 3.29694 2.40771 1.72 -0.14 2.19
C 0.79235 3.85707 2.25933 -0.97 0.46 -0.88
C 0.78520 5.27985 1.71823 -0.25 -0.41 0.06
C -0.14608 5.43475 0.52528 0.19 0.05 1.00
C -1.57411 4.84575 0.59796 0.35 1.87 -0.72
N -1.56447 3.53875 1.21592 -3.74 -1.91 1.17
O -2.84615 2.92518 1.23323 4.64 1.98 0.06
C -2.52705 5.84845 1.24177 -0.61 -0.13 1.58
C -1.98970 4.82456 -0.85449 0.04 -1.15 -0.18
C -1.28447 3.85363 3.78088 -0.52 0.46 -1.81
H -1.57538 1.52898 2.91744 0.12 -0.86 -0.09
H 0.03116 1.64005 3.64914 0.19 0.12 -0.21
H -0.09744 1.26564 1.89449 -0.08 -0.12 0.02
H 1.29816 3.89365 3.22417 -0.30 -0.52 0.18
H 1.38444 3.21752 1.60474 -0.15 -0.27 -0.12
H 1.75525 5.56990 1.31452 0.29 0.05 0.48
H 0.52896 5.92918 2.55537 -0.10 0.37 -0.13
H 0.39089 4.99315 -0.31422 -0.21 0.14 -0.27
H -0.24908 6.51473 0.41975 -0.10 -0.01 -0.71
H -3.55324 5.48191 1.26794 0.00 -0.31 -0.29
H -2.30138 6.00561 2.29651 0.24 0.24 0.05
H -2.56810 6.82255 0.75438 0.39 -0.12 -0.22
H -3.03343 4.53948 -0.98662 0.05 -0.02 -0.03
H -1.80340 5.81498 -1.26975 -0.02 -0.16 -0.17
H -1.32960 4.07706 -1.29449 -0.26 0.09 -0.71
H -1.38844 4.93864 3.78672 0.44 0.14 0.12
H -0.67819 3.50366 4.61637 -0.18 0.02 -0.14
H -2.31866 3.51053 3.80951 0.04 -0.37 0.38
Cl 4.17240 -5.80582 -2.51841 -0.27 0.10 0.23
C 3.12973 -5.27454 -1.13866 -1.19 -0.85 0.53
C 1.62107 -5.53119 -1.35933 0.82 0.38 -0.71
Cl 1.22087 -7.30447 -1.40776 0.18 0.52 0.13
H 3.34017 -4.22398 -0.93829 -0.14 -0.16 -0.10
H 3.34978 -5.87487 -0.25589 0.57 0.25 -0.06
H 1.30606 -5.15308 -2.33190 -0.09 0.05 0.12
H 1.07715 -5.05287 -0.54479 0.04 -0.27 0.18
C 4.70456 3.13677 1.96187 0.94 0.27 0.02
Cl 4.99454 4.64313 0.95703 -0.60 -0.70 0.47
Cl 6.17156 2.88366 2.92377 -0.06 -0.15 -0.05
Cl 4.37916 1.75079 0.92807 -0.06 0.55 0.28
H 3.92484 3.28647 2.70868 -0.20 0.06 -0.59
C 2.00595 -0.17091 -5.72002 -0.09 -0.80 0.13
Cl 1.08695 1.28030 -5.24376 0.20 -0.33 -0.12
Cl 1.00747 -1.41963 -6.54252 -0.10 0.61 -0.35
Cl 2.76080 -1.09558 -4.37702 0.15 0.71 0.12
H 2.80116 0.14939 -6.39318 -0.25 -0.15 0.16
```
Forces are in eV/Å.

Results
Charge: -3
F_max (eV Å⁻¹): 5.55
Gap between HOMO and LUMO (spin up / spin down) (eV): 2.090 / 4.744
Expectation value of S²: 3.027
Multiplicity: 3